ORCA calculation (wB97M-V/def2-TZVPD) on a cluster of 2 separate species, C11H15O2S2 in total in a non-equilibrium geometry.

Cartesian coordinates (Å):
1 C 5.85 -1.73 -0.01
2 S 4.40 -0.82 0.61
3 C 3.23 -1.50 -0.56
4 C 1.72 -1.17 -0.39
5 C 0.94 -2.34 0.20
6 O 1.27 -0.24 -1.07
7 H 6.47 -1.99 0.86
8 H 5.52 -2.64 -0.52
9 H 6.42 -1.10 -0.70
10 H 3.55 -1.12 -1.54
11 H 3.37 -2.59 -0.49
12 H 0.77 -3.12 -0.57
13 H 1.51 -2.80 1.04
14 H -0.04 -2.01 0.54
15 C -5.51 2.01 -0.48
16 O -4.19 2.62 -0.53
17 C -3.07 1.98 -0.12
18 C -1.83 2.62 -0.42
19 C -0.66 2.15 0.12
20 C -0.63 0.97 0.93
21 S 0.84 0.33 1.45
22 C -1.88 0.32 1.17
23 C -3.05 0.75 0.59
24 H -6.17 2.70 -1.03
25 H -5.52 1.03 -0.97
26 H -5.87 1.91 0.56
27 H -1.86 3.50 -1.07
28 H 0.27 2.65 -0.10
29 H -1.88 -0.57 1.78
30 H -3.97 0.18 0.72

Results
gap between HOMO and LUMO	5.13	eV
calculated total energy	-37414.9158	eV
net charge	-1
ΔE to the lowest compared entry with this formula, charge and spin	0.00	kcal/mol
F_max	0.068	hartree/bohr